Record 1
This record from the Open Molecules 2025 dataset describes a cluster of 2 separate species, C2HClO in total. The level of theory is wB97M-V/def2-TZVPD.

Each line ends with the natural charge from an NBO analysis.
Positions of all 5 atoms, in Å:
O 0.07676 -0.10808 -2.56685  -0.49
C 0.51147 -0.30501 1.47439  -0.22
C -0.13751 0.71928 -1.88048  0.46
Cl -0.65308 0.34942 0.55266  0.13
H 0.20236 -0.65561 2.42028  0.12

## Properties
- highest occupied orbital energy (spin up / spin down) (eV) = -8.879 / -8.897
- relative energy (zero: lowest compared OMol25 entry of this formula, charge and spin) (kJ/mol) = 326.0
- net charge = 0



Record 2
This record from the Open Molecules 2025 dataset describes a cluster of 2 separate species, C5H13NO in total. The level of theory is wB97M-V/def2-TZVPD.

Each line ends with the natural charge from an NBO analysis.
Positions of all 20 atoms, in Å:
H 0.29784 -2.06545 -2.02158  0.20
H 1.55193 2.24876 -0.42859  0.23
H 0.62328 3.16594 1.63168  0.39
H -1.63217 -1.05462 -0.65034  0.20
H 2.05809 0.39546 -1.90149  0.21
O -0.30170 0.06882 1.29758  -0.60
N 0.09531 2.20040 1.82627  -0.87
H 0.09454 1.92148 2.86052  0.40
C 0.64874 1.62041 -0.43436  -0.53
H -0.06337 -3.69347 -1.24983  0.21
C 0.12595 1.12998 0.90956  0.69
H -1.09641 -2.76746 -2.43770  0.20
H -0.66885 -2.13724 0.46551  0.22
C 1.20278 0.26929 -1.17493  -0.62
H 1.63135 -0.45169 -0.40491  0.22
H -0.28626 2.02430 -0.83582  0.24
H 0.32877 -0.30394 -1.61467  0.22
C -1.30227 -2.07438 -0.40911  -0.61
H -2.30335 -2.49578 -0.24662  0.20
C -0.47336 -2.73523 -1.61292  -0.61

## Properties
- highest occupied orbital energy (eV) = -9.762
- relative energy (zero: lowest compared OMol25 entry of this formula, charge and spin) (kJ/mol) = 162.5
- net charge = 0



Record 3
This record from the Open Molecules 2025 dataset describes the ion C5H8N with charge +1. The level of theory is wB97M-V/def2-TZVPD.

Each line ends with the natural charge from an NBO analysis.
Positions of all 14 atoms, in Å:
H -2.74447 -0.94831 -0.63184  0.30
H 2.09176 -1.67421 0.22395  0.21
H -1.11436 2.07483 -0.72565  0.22
C 2.36259 -0.71449 0.00810  -0.26
C 1.51745 0.31114 -0.18356  -0.10
N 0.20240 0.52143 0.13147  -0.23
H 1.97885 1.26952 -0.40870  0.23
H -1.95878 -1.44505 0.92474  0.30
H -1.15184 2.26691 1.05118  0.26
H 3.46845 -0.46746 -0.05669  0.25
C -0.98416 0.13479 0.14985  0.48
C -0.80020 1.59608 0.17643  -0.22
H -1.12445 -1.85823 -0.56928  0.28
C -1.74325 -1.06695 -0.09000  -0.73

## Properties
- highest occupied orbital energy (eV) = -14.549
- relative energy (zero: lowest compared OMol25 entry of this formula, charge and spin) (kJ/mol) = 361.4
- net charge = +1



Record 4
This record from the Open Molecules 2025 dataset describes a structure of composition C36H46F5GeN6O4PRuS2. The level of theory is wB97M-V/def2-TZVPD.

Each line ends with the Mulliken spin population.
Positions of all 102 atoms, in Å:
C 1.07444 2.77677 -2.14628  0.00
F -3.94835 0.93112 1.93924  0.00
C -0.77444 -0.95374 -5.59393  0.00
C -4.50002 -1.88423 -0.93865  0.00
H -0.25053 -3.01241 6.73307  0.00
C -1.85438 -1.24808 -4.55863  0.00
H -0.94990 -5.15707 2.79795  0.00
O 0.57139 0.73433 -3.28488  0.00
C 1.80336 -0.78214 2.33620  0.20
H 0.31029 2.17569 -5.45749  0.00
H -0.24068 -6.11275 0.62432  0.00
C -0.59961 -3.13347 2.17368  0.00
O 0.58354 -1.67927 -2.75226  0.00
C 4.83426 -1.40641 0.81237  0.00
H -0.73477 0.11455 -5.81109  0.00
H 1.33919 2.39904 4.40129  0.00
H -1.00413 -1.48816 -6.51878  0.00
F -2.27791 -2.42747 -0.99581  0.00
H 0.58154 -4.50666 -1.15894  0.00
H -0.68917 6.02340 -0.18308  0.00
N 1.36699 0.37753 1.65310  0.10
H -3.16117 0.32741 -5.24730  0.00
C -3.22413 -1.62291 -0.46714  0.00
H -1.99368 4.99886 0.47138  0.00
H 4.11511 0.47919 -2.08456  0.00
S -1.53883 -0.03738 3.22386  0.00
C 1.22658 1.49071 2.51328  0.07
C -0.46406 -2.75676 5.71130  0.00
H 0.75670 2.35713 -1.19337  0.01
H -2.17549 -3.28710 -5.17982  0.00
H 5.91697 -1.39017 0.66383  0.00
H 4.68148 2.56141 1.68960  0.00
C 1.14285 4.81484 1.25011  0.00
C 0.20592 -4.17473 -0.20196  0.00
H 4.40351 -2.14952 0.13803  0.00
H -0.47270 0.41628 5.97905  -0.01
H 0.93514 3.86185 -2.14329  0.00
H -1.32473 3.54422 -3.22801  0.00
H -1.73161 2.02052 -4.03646  0.00
H 0.35293 -2.12689 -0.76232  0.00
C -0.62465 -4.51351 1.99530  0.01
H -2.18547 -0.02000 6.10426  0.00
Ge 4.04157 0.39231 0.46437  0.03
F -4.70547 -2.83109 -1.87464  0.00
N 0.90922 2.72195 1.88852  0.06
C 1.74061 3.82869 1.94028  0.01
C -1.05525 -1.42678 3.99775  0.00
S -1.52487 2.07189 0.74787  0.00
H -3.96381 -0.92026 -4.27878  0.00
C 2.09254 -0.83240 3.66483  -0.02
H 1.45748 5.82042 1.04069  0.00
C -3.20732 -0.74418 -5.04437  0.00
C -4.03491 -0.01376 0.97218  0.00
H 2.13929 2.56360 -2.25134  0.00
C 2.17186 0.66019 0.43587  0.18
H -1.14852 4.50350 -0.99819  0.00
H -2.69844 -2.93873 -3.51949  0.00
C 1.48497 1.47964 3.84790  -0.08
P -0.22084 -0.44988 -2.53874  0.00
C -1.02873 5.00024 -0.03587  0.00
H 1.90697 2.36526 -4.71399  0.00
C 4.94185 1.51150 1.83712  0.00
N -0.04635 4.30170 0.76027  0.00
H -3.50286 -1.26316 -5.95836  0.00
F -6.36385 0.44779 1.06470  0.00
C -0.18041 3.00635 1.13771  0.01
C 1.92309 0.30450 4.48508  0.46
Ru -0.94978 -0.19064 1.01828  0.04
C -5.33203 -0.24128 0.53981  0.00
C -5.57556 -1.18292 -0.43747  0.00
O -0.62825 -0.04100 -1.15042  0.01
N -0.93646 -1.51257 5.35180  0.00
H 0.20216 -1.27295 -5.23253  0.00
C -0.30877 -3.46887 4.58798  0.01
C -2.89575 -0.66185 0.48643  0.01
C -1.92758 -2.74349 -4.26429  0.00
H 5.75988 0.63053 -1.43496  0.00
H 2.47136 -1.76241 4.07110  0.00
C -0.22682 -5.04158 0.78019  0.00
H -1.60958 2.07819 -2.27029  0.00
O -1.62736 -0.51379 -3.34075  0.00
H 0.75831 3.71877 -4.70741  0.00
H 6.02831 1.41122 1.78608  0.00
N -0.69724 -2.65995 3.50991  -0.01
C 0.08156 -2.81597 0.02116  -0.01
H 2.69326 3.77676 2.43256  -0.01
H 4.63341 -1.71765 1.83982  0.00
H -0.97003 -3.09209 -3.88252  0.00
C 0.30072 2.14837 -3.29460  0.00
H 4.66095 2.02036 -1.41316  0.00
H 1.64443 0.38574 -0.46875  -0.02
H 2.16229 0.29194 5.53873  -0.04
C 0.85335 2.63344 -4.63007  0.00
F -6.82501 -1.42322 -0.87328  0.00
N -0.38190 -2.28478 1.16333  -0.02
C 4.72078 0.93697 -1.30054  0.00
C -1.18853 2.45930 -3.19901  0.00
H 0.09968 -4.44845 4.44327  0.00
H -1.01538 -0.71412 7.25428  0.00
H 4.61800 1.20849 2.83662  0.00
C -1.16733 -0.38774 6.22770  0.01
H 1.96534 -1.61602 1.67242  -0.01

## Properties
- highest occupied orbital energy (spin up / spin down) (eV) = -3.108 / -3.118
- spin multiplicity = 2
- relative energy (zero: lowest compared OMol25 entry of this formula, charge and spin) (kJ/mol) = 0.0
- net charge = -1
- ⟨S²⟩ = 0.78



Record 5
This record from the Open Molecules 2025 dataset describes a structure of composition C28H29N2ReS2Si. The level of theory is wB97M-V/def2-TZVPD.

Each line ends with the Mulliken spin population.
Positions of all 63 atoms, in Å:
C 1.87457 -2.30434 -0.73937  0.01
H -4.47121 2.29808 -0.01314  0.00
H -2.15735 -1.62581 2.35474  -0.01
H 5.59194 -2.33869 -1.76598  0.00
H -0.29079 4.30370 -1.74454  0.00
C -2.41096 1.95866 -0.47779  0.00
C 2.21814 -2.99678 4.99446  0.00
C 0.33191 -1.64406 3.42634  -0.02
C -1.05749 3.28815 3.30958  0.01
Re -0.19845 -0.14321 0.10956  0.93
C 1.44796 -3.69819 4.07446  0.00
C -2.38906 2.17304 4.97187  0.00
C 2.04551 -1.62728 5.14361  0.00
H 1.08403 2.70812 0.30253  0.00
C 4.54817 -2.33073 -1.48221  0.00
C -1.24624 2.54159 -0.94941  0.00
Si -0.95485 -0.76322 2.40778  -0.02
C 1.21384 2.28021 -0.69100  0.04
H -3.00883 2.21672 5.85833  0.00
C 0.51415 -3.02492 3.29896  0.01
N 2.02761 0.01442 0.01856  0.00
C 1.10584 -0.95880 4.36768  0.00
S -2.44163 0.24310 -0.00042  0.16
H 0.96559 0.10849 4.51081  0.00
C -0.81898 2.06001 2.70664  -0.02
H 3.23098 1.74832 -0.28938  -0.01
C -0.02065 1.15944 -2.49967  0.01
H 2.60966 1.01218 -1.75395  0.00
H -4.41626 4.67784 -0.68778  0.00
H -0.63667 4.19637 2.89625  0.00
C 2.54144 0.12559 1.42155  0.02
H -2.32321 5.67680 -1.55614  0.00
H 4.60052 -0.29313 -0.80850  0.00
C 3.98904 -1.17744 -0.94684  0.00
H 1.81660 -4.34054 -1.40426  0.00
H 1.56966 -4.76913 3.97007  0.00
H -0.20519 2.04127 1.80361  0.03
N -0.08142 1.65162 -1.08214  -0.08
H -0.08171 -3.58904 2.58668  0.00
C -2.14063 0.95105 4.36019  -0.01
H -2.04128 4.29150 4.92887  0.00
H 2.63367 -1.08277 5.87157  0.00
H -2.57455 0.05145 4.78448  0.00
H 2.07340 0.98069 1.91205  -0.01
C -1.20043 3.86387 -1.35511  -0.01
H 2.94446 -3.52060 5.60324  0.00
H 2.28758 -0.77756 1.96617  0.00
C 3.76952 -3.47058 -1.64550  0.00
H 0.68516 0.33321 -2.58805  0.01
H -1.01156 0.81496 -2.77921  -0.01
C -3.52168 4.07449 -0.77026  -0.01
C 2.65271 -1.17148 -0.58575  -0.01
C -2.34812 4.63850 -1.25387  0.02
H 3.62500 0.25895 1.40335  0.00
C -3.55721 2.74095 -0.38930  0.03
C -1.84626 3.34067 4.44949  0.00
H 1.45478 3.09970 -1.37201  0.00
S 0.12956 -2.26017 -0.32290  -0.05
C -1.34788 0.87205 3.21044  0.00
C 2.35141 1.27513 -0.73096  -0.01
C 2.43291 -3.45912 -1.27258  0.00
H 4.20026 -4.36793 -2.06938  0.00
H 0.28938 1.97995 -3.15013  0.00

## Properties
- highest occupied orbital energy (spin up / spin down) (eV) = -10.587 / -10.996
- spin multiplicity = 2
- relative energy (zero: lowest compared OMol25 entry of this formula, charge and spin) (kJ/mol) = 0.0
- net charge = +1
- ⟨S²⟩ = 0.78



Record 6
This record from the Open Molecules 2025 dataset describes a cluster of 2 separate species, C2H4N2OS in total. The level of theory is wB97M-V/def2-TZVPD.

Each line ends with the natural charge from an NBO analysis.
Positions of all 10 atoms, in Å:
C -0.43708 0.05322 -0.30313  0.53
C -0.67829 -1.39014 -0.22755  0.15
N -0.71352 -2.56729 -0.09859  -0.23
S 1.45171 -0.45855 1.24864  -0.48
O -1.16117 0.88233 0.47924  -0.65
H 0.64076 1.53912 -1.11948  0.42
H 1.16527 0.76621 1.75399  0.10
H -1.29914 0.52906 1.34840  0.52
N 0.15798 0.62701 -1.37254  -0.76
H 0.87347 0.01902 -1.70898  0.41

## Properties
- highest occupied orbital energy (eV) = -8.814
- relative energy (zero: lowest compared OMol25 entry of this formula, charge and spin) (kJ/mol) = 303.8
- net charge = 0



Record 7
This record from the Open Molecules 2025 dataset describes a cluster of 2 separate species, C2HBrO in total. The level of theory is wB97M-V/def2-TZVPD.

Each line ends with the natural charge from an NBO analysis.
Positions of all 5 atoms, in Å:
O 0.61258 1.25881 -0.11797  -0.58
C -1.47360 -0.85836 0.17351  -0.36
C -0.49712 1.55149 -0.15363  0.50
Br 0.07672 -1.61693 0.25828  0.42
H 1.28143 -0.33502 -0.16020  0.01

## Properties
- highest occupied orbital energy (eV) = -8.112
- relative energy (zero: lowest compared OMol25 entry of this formula, charge and spin) (kJ/mol) = 654.2
- net charge = 0



Record 8
This record from the Open Molecules 2025 dataset describes a structure of composition C44H41N5O7OsP4. The level of theory is wB97M-V/def2-TZVPD.

Each line ends with the Mulliken spin population.
Positions of all 102 atoms, in Å:
C -8.91602 1.55674 3.48725  0.25
C -2.43719 4.77283 1.57157  0.00
H 1.84367 -2.09362 -6.61348  0.00
P -2.45211 -2.26514 -0.34064  0.03
C -9.17740 1.93698 2.16998  0.04
C 1.53011 1.99422 -1.84681  0.03
C 1.61395 -1.95547 -5.58686  0.11
C -1.79973 5.97883 1.39872  0.00
H -0.61504 2.57228 0.29078  0.00
H 1.02373 1.84120 1.69582  0.01
H 4.35579 -0.07897 -0.65841  0.01
H 3.36485 -4.62883 -3.70771  0.00
H 6.59342 -0.59712 0.50930  0.00
C 2.92208 2.61009 -0.01960  0.00
H -8.35972 3.17782 0.59427  0.00
H 2.97567 -2.21476 -2.46485  -0.08
C 2.08397 1.63799 -0.65933  -0.05
H -3.88481 -3.74817 -0.69572  0.00
C -2.80139 4.47362 -0.79721  0.00
C 5.63148 -0.42729 1.04881  0.00
C 4.46686 -0.53326 3.20045  0.00
O -3.55762 1.63404 -0.59530  0.00
H -7.16894 4.62058 2.14052  0.02
O -3.27268 -0.82768 0.03117  0.00
C 0.27486 -1.82915 -5.16598  -0.04
N 6.58018 -3.78691 -2.93519  -0.01
C 1.92203 -5.20786 2.18331  0.02
H -2.09481 0.73104 2.14443  -0.01
H 2.99777 -6.01600 0.46106  0.00
O -1.34724 -1.87787 -1.24807  0.11
H 7.65841 -4.66188 -1.46041  0.00
H -9.31253 0.45955 4.97894  -0.01
H -0.56937 -1.72428 -5.86697  0.00
H 3.53710 2.29524 0.88121  0.00
H 2.35841 -0.53495 3.08525  0.00
C 3.24555 -0.48945 2.57172  0.01
C 2.24812 -2.06500 -3.27779  0.21
C 3.03034 3.89894 -0.44208  0.00
N 5.89740 -5.73229 -1.67168  -0.01
C -1.93565 1.68818 1.66334  0.00
H 4.09528 -6.50870 -2.24427  0.00
H -3.30206 3.94813 -1.57625  0.00
P -3.72217 0.15004 -1.15300  0.00
C -2.32400 5.78223 -0.97296  0.00
C 6.70868 -4.73631 -2.02378  0.00
C -7.70698 3.61754 3.90182  -0.09
C 4.74364 -5.62453 -2.38413  0.00
O -8.55486 2.05283 5.74887  0.07
N 1.22855 -3.15576 0.43111  0.09
Os 0.68525 -1.68861 -0.91594  2.14
C -7.76494 3.83724 2.51632  0.22
C 2.00914 -6.31347 3.10137  0.00
O -3.47393 -3.04484 -1.25530  0.00
C -2.98310 3.97051 0.52044  0.00
H 3.63119 4.64247 0.08687  0.00
C 4.05257 -2.07360 -5.01453  0.03
C -8.29989 2.44955 4.37304  0.24
H 4.40823 -0.54766 4.30541  0.00
C 1.55279 3.33187 -2.28575  0.02
H 1.07057 -3.78078 3.70169  0.00
C 0.78534 -3.12026 1.73620  0.03
P -3.51978 2.30874 0.98328  0.00
H 4.28828 -1.62369 -6.04306  0.00
H 0.19657 0.32863 2.14362  -0.02
C 5.19613 -2.48680 -4.35604  -0.04
C 2.03656 -4.16317 0.00287  0.00
C 4.38712 -0.26592 0.42728  0.03
H -7.21687 4.32877 4.52339  0.00
H 6.63228 -0.63845 2.97161  0.00
C 1.23169 -4.07384 2.61526  0.02
H 0.96860 3.66585 -3.14692  0.00
C 0.47235 0.99623 1.30141  0.04
H -1.12232 0.92888 -0.17646  -0.01
C 2.29009 4.28917 -1.55624  0.00
C 5.64498 -0.54931 2.44152  0.01
N 1.95125 -7.14083 3.93446  0.01
H -1.64869 2.33237 2.47047  0.00
C 3.17579 -0.34017 1.13905  -0.03
H 2.30105 -4.06725 -1.05179  0.00
C -8.44782 3.02018 1.63897  0.08
C -0.03228 -1.89911 -3.83284  0.08
C 4.41326 -4.65571 -3.28864  0.00
C 2.24595 -5.25951 0.77049  0.00
H -1.32262 6.43087 2.27473  0.00
C -0.79319 1.50284 0.63858  0.04
H 6.11240 -1.86723 -4.60918  0.00
O -2.18288 -2.89704 0.97965  0.00
H -1.03926 -1.67055 -3.49758  0.01
H 2.24464 5.32601 -1.82997  0.00
H -1.39588 7.50238 -0.01006  0.00
H -2.72211 4.52632 2.62474  0.00
H -2.10090 6.21107 -1.92813  0.00
C 5.40108 -3.63655 -3.51049  0.00
H 0.80183 1.32403 -2.36928  -0.03
C -1.76215 6.53381 0.14679  0.00
H -9.73258 1.25223 1.58721  0.00
C 2.64210 -2.10897 -4.63987  0.00
O -9.49019 0.46537 4.03052  0.19
N 0.97537 -1.96774 -2.89583  0.06
H 0.03297 -2.40435 1.92759  -0.03
P 1.58607 0.03552 0.15843  0.18
H -7.99170 2.63479 6.35943  0.00

## Properties
- highest occupied orbital energy (spin up / spin down) (eV) = -9.763 / -10.995
- spin multiplicity = 5
- relative energy (zero: lowest compared OMol25 entry of this formula, charge and spin) (kJ/mol) = 349.7
- net charge = +2
- ⟨S²⟩ = 6.05



Table of max |F| (eV/A), in record order: 4.33, 3.99, 3.39, 0.42, 0.51, 3.83, 1.63, 4.22